{"formula": "C14H11N4O7", "method": "wB97M-V/def2-TZVPD", "species": ["H", "C", "N", "H", "N", "H", "C", "H", "O", "N", "C", "C", "H", "H", "O", "H", "H", "C", "C", "H", "O", "C", "O", "C", "N", "O", "C", "C", "H", "C", "O", "C", "O", "C", "C", "H"], "coordinates": [[-1.395662, -0.564296, -3.265766], [1.357563, 2.261123, -2.125127], [4.086823, -1.004925, 1.598192], [0.845084, 3.135070, -1.718175], [3.211839, -3.133812, 1.773648], [2.445301, 1.210393, 2.102270], [-1.712428, -0.098294, -2.317553], [-0.931398, -1.375944, 3.053352], [-0.808791, -3.782907, 3.193626], [-0.900161, 2.136759, 3.042922], [0.491269, 1.035144, -2.053227], [0.875564, -2.395252, 2.461575], [2.293627, 2.049338, -1.601141], [-3.720156, -0.838538, -2.012676], [-1.078210, 3.543786, -2.172426], [-3.546459, 0.275097, -3.380752], [-1.435638, -0.806963, -1.520860], [2.751515, -0.900054, 1.976458], [-3.638604, 1.226043, -1.446632], [1.586080, 2.470283, -3.177303], [-2.989406, 2.456469, -1.880774], [-0.212103, 1.210742, 2.849463], [1.012326, -0.092088, -1.940563], [2.256697, -2.207739, 2.074249], [0.263308, -3.705321, 2.547155], [4.327210, -2.410784, 1.477743], [1.969308, 0.236541, 2.207758], [-3.233889, 0.082701, -2.345140], [-4.711054, 1.434314, -1.512503], [-1.639057, 2.460379, -2.061926], [4.978370, -0.207674, 1.369320], [0.106248, -1.249795, 2.741857], [0.779849, -4.690565, 1.985365], [-0.952728, 1.155180, -2.122779], [0.625197, 0.062157, 2.601460], [-3.357425, 1.023416, -0.401073]], "forces_ev_per_a": [[-0.039, -0.152, 0.264], [0.368, 0.176, 0.271], [-1.036, -0.370, 0.138], [0.261, -0.175, -0.109], [-1.448, 1.609, 0.452], [-0.394, -0.093, -0.025], [-0.151, -0.874, 0.216], [0.345, -0.081, -0.156], [1.885, 0.332, -1.081], [1.497, -2.011, -0.311], [-1.993, 0.006, 0.051], [-0.163, 1.925, 0.115], [0.048, -0.001, -0.081], [-0.112, 0.004, -0.070], [-0.909, 0.526, 0.072], [-0.150, 0.139, 0.261], [-0.083, -0.103, -0.172], [1.227, -0.182, -0.421], [0.637, 0.708, -0.458], [-0.035, 0.027, 0.129], [-1.219, -0.329, 0.383], [-1.276, 1.657, 0.269], [0.492, -0.216, -0.027], [0.740, -2.310, -0.490], [-1.486, -2.225, 0.316], [-0.189, 1.332, 0.189], [-0.921, 0.534, 0.415], [0.337, -0.088, -0.185], [0.159, 0.038, 0.138], [2.142, -1.896, -0.361], [-0.865, -0.816, 0.278], [0.465, -1.905, -0.341], [-0.491, 2.348, 0.998], [0.380, 2.108, 0.102], [2.034, 0.299, -0.571], [-0.056, 0.058, -0.196]], "mulliken_charge": [0.23, -1.16, 0.80, 0.34, -0.54, 0.51, -0.41, 0.55, -0.57, -0.48, 0.55, -0.23, 0.32, 0.33, -0.75, 0.28, 0.12, 0.80, -0.41, 0.26, -0.39, -0.23, -0.80, 0.79, 0.88, -0.17, -0.61, -0.57, 0.30, 0.26, -0.67, -0.68, -0.52, 0.26, 0.37, 0.25], "lumo_energy_ev": -0.34, "total_charge": -1}

---

{"formula": "C6H12O3", "method": "wB97M-V/def2-TZVPD", "species": ["H", "H", "H", "H", "O", "O", "H", "C", "H", "C", "C", "C", "H", "H", "H", "H", "H", "H", "C", "C", "O"], "coordinates": [[0.165414, 0.353543, -2.930938], [0.073124, 1.575417, 3.602643], [0.603594, 0.191703, -0.915693], [1.532495, 2.149551, 2.748886], [-1.083118, 0.886230, 1.475814], [2.029429, 1.527482, 0.095430], [-1.591915, -1.120553, -2.308628], [0.814902, 1.330230, 2.843063], [-1.761062, -1.986183, 0.355131], [0.131534, 1.090194, 1.528034], [0.997017, 0.933953, 0.304765], [-1.265592, -0.783519, -1.331115], [1.362728, 0.433342, 3.145303], [0.743967, -1.298438, -2.583375], [-0.087914, -1.432768, 0.324820], [-1.681922, 0.576926, 0.005296], [-0.594982, -2.730621, -0.773936], [1.700383, 0.043311, -2.119351], [-0.907197, -1.800503, -0.303494], [0.654470, -0.283255, -2.196648], [-1.835356, 0.343958, -0.966006]], "forces_ev_per_a": [[0.112, 0.016, -0.118], [0.030, -0.111, -0.029], [-0.048, 0.185, 1.574], [0.038, -0.155, -0.097], [0.783, 0.352, -0.182], [-0.136, 0.255, 0.831], [0.094, 0.077, 0.007], [-0.154, 0.219, 0.071], [0.002, -0.025, -0.058], [-0.365, 0.062, 1.129], [-0.486, -0.811, -2.479], [1.166, 0.608, 0.056], [0.019, 0.060, -0.063], [-0.165, -0.094, -0.038], [-0.074, 0.015, -0.068], [0.284, -0.288, -0.497], [-0.031, 0.013, -0.009], [-0.047, 0.226, 0.309], [0.012, 0.021, 0.100], [-0.748, -0.523, -0.694], [-0.287, -0.103, 0.255]], "mulliken_charge": [0.30, 0.34, -0.20, 0.32, -0.67, -0.48, 0.50, -1.22, 0.31, 0.83, 0.52, -0.25, 0.29, 0.35, 0.25, 0.51, 0.36, 0.40, -0.80, -1.17, -0.49], "e_above_lowest_kj_mol": 524.01, "lumo_energy_ev": [-0.22, -0.22], "total_charge": 0}

---

{"formula": "C4H9N2OS", "method": "wB97M-V/def2-TZVPD", "species": ["H", "N", "H", "H", "H", "H", "H", "H", "O", "H", "C", "N", "C", "H", "S", "C", "C"], "coordinates": [[-0.850073, 1.620284, 2.192237], [0.707847, -1.752267, -2.483887], [-1.670370, -0.168284, -0.781001], [0.806342, -0.579652, 2.204686], [-1.326451, -1.324011, 0.485436], [1.820943, 0.327855, 1.008363], [0.908868, -0.797722, -2.889745], [-2.132557, 0.224535, 1.053191], [-0.346168, 0.583622, -1.736456], [0.495467, 2.329122, 1.178471], [-0.144153, 0.439730, 0.446557], [0.453591, 0.888566, -0.786094], [0.067218, 1.468848, 1.598855], [-0.231518, -1.617708, -2.124194], [1.996192, -1.591452, -1.225869], [-1.406332, -0.249723, 0.328993], [0.851155, 0.198257, 1.530457]], "forces_ev_per_a": [[0.785, -0.232, -0.045], [1.531, 1.839, -0.525], [-0.387, 0.161, 1.829], [-0.485, -1.530, 1.249], [0.021, -0.114, 0.385], [-0.293, -0.192, 0.948], [-0.764, -1.484, -0.149], [0.288, -0.828, -1.017], [2.762, 1.840, 0.758], [0.767, 1.260, 0.088], [1.078, 0.504, 1.577], [-2.189, -1.408, -2.403], [-1.251, -1.008, -0.643], [0.067, -0.123, 0.588], [-0.852, -0.269, 0.051], [-2.354, -0.622, -0.357], [1.277, 2.203, -2.335]], "mulliken_charge": [0.28, -0.70, 0.34, 0.27, 0.24, 0.26, 0.29, 0.35, -0.47, 0.32, 1.39, -0.26, -0.96, 0.29, -0.51, -1.35, -0.78], "e_above_lowest_kj_mol": 548.55, "lumo_energy_ev": [3.65, 3.65], "total_charge": -1}

---

{"formula": "C18H28N2O", "method": "wB97M-V/def2-TZVPD", "species": ["N", "C", "H", "H", "H", "C", "C", "C", "H", "H", "C", "H", "O", "C", "H", "H", "H", "H", "H", "C", "H", "H", "C", "C", "H", "N", "H", "C", "H", "C", "H", "C", "H", "C", "C", "C", "H", "H", "H", "H", "C", "H", "H", "H", "H", "C", "H", "C", "H"], "coordinates": [[-0.166378, 1.132902, -1.885440], [0.482859, -2.159862, 2.469181], [1.745090, 0.623840, -1.127185], [-3.839780, 1.418042, 1.051486], [-1.778693, 0.800311, -4.323843], [0.831026, 0.142730, -1.527090], [-0.234729, 1.864705, -5.509336], [-2.499646, 0.306620, -0.235933], [3.676247, 0.493455, 2.035334], [-3.538428, 2.191030, -0.520132], [0.739854, 0.195362, 1.642311], [-0.567041, -1.383724, -0.967658], [-4.881586, 0.718331, -0.590010], [0.380370, 1.276869, -4.274478], [3.862460, -2.052317, 4.271954], [-0.745733, 2.811736, -5.423742], [-2.383924, 0.112684, -1.302496], [-5.036328, -0.162330, -0.230197], [2.502550, -4.095727, 4.355413], [0.246376, -0.828087, -0.495573], [0.281262, 1.736116, -6.448984], [1.586465, 0.715217, 1.168050], [2.910760, -2.082911, 3.759863], [0.266734, 2.012690, -2.958794], [2.769423, 1.137108, 3.402744], [-0.288280, -0.173599, 0.685798], [1.309747, 0.737789, -4.411310], [2.145995, -3.233990, 3.810454], [-0.490173, 2.795824, -3.054504], [0.922776, -3.270237, 3.165440], [1.231139, 2.501265, -2.720118], [-0.855249, 0.665522, -4.864237], [-1.433658, 1.459982, 1.229944], [1.251898, -1.006101, 2.400409], [-3.698522, 1.231163, -0.024547], [-0.569033, 1.866534, -0.701951], [0.311786, -4.159994, 3.205861], [0.287791, 2.390055, -0.234860], [-0.774434, -0.289050, -5.361051], [-1.305284, 2.620522, -0.987841], [-1.196465, 0.901316, 0.316184], [1.012079, -1.539632, -0.180552], [-2.687463, -0.640777, 0.275970], [1.108637, -0.419556, -2.419041], [-0.470087, -2.171248, 1.963793], [3.331988, 0.274928, 3.046671], [0.299217, 0.891588, 2.365490], [2.480296, -0.960151, 3.064724], [4.205095, 0.145413, 3.681405]], "forces_ev_per_a": [[0.054, 0.160, 0.078], [0.005, 0.009, 0.001], [-0.013, 0.005, -0.065], [0.076, 0.057, -0.109], [-0.074, 0.056, 0.115], [-0.066, -0.209, 0.128], [0.117, 0.088, -0.207], [-0.137, 0.348, 0.058], [0.046, 0.101, -0.043], [0.035, 0.013, 0.090], [0.005, 0.039, -0.077], [0.069, -0.078, -0.067], [-0.368, -0.239, -0.157], [0.103, 0.080, 0.160], [0.091, 0.023, 0.044], [-0.052, 0.081, 0.087], [-0.087, -0.072, -0.006], [0.008, 0.080, -0.033], [0.030, -0.071, 0.043], [0.154, -0.016, -0.237], [0.038, -0.050, -0.046], [-0.043, 0.038, 0.108], [0.002, 0.009, 0.009], [-0.090, -0.178, -0.102], [0.039, 0.130, 0.003], [0.070, 0.139, 0.222], [-0.030, -0.041, -0.106], [-0.009, -0.101, 0.040], [0.042, 0.037, -0.003], [0.018, -0.083, 0.062], [-0.118, 0.015, -0.007], [0.009, -0.085, 0.022], [0.062, -0.032, -0.046], [0.030, -0.084, 0.059], [0.407, -0.045, 0.149], [-0.080, -0.055, 0.220], [-0.052, -0.075, 0.000], [-0.052, 0.017, -0.037], [0.054, -0.049, -0.057], [0.029, 0.059, -0.008], [-0.308, 0.097, -0.089], [-0.061, -0.046, -0.051], [0.004, -0.034, 0.009], [0.067, -0.018, 0.015], [-0.083, -0.010, -0.065], [-0.047, -0.030, -0.048], [0.046, 0.062, -0.095], [0.010, -0.076, 0.011], [0.046, 0.034, 0.030]], "mulliken_charge": [0.67, -0.54, 0.21, 0.31, 0.15, -0.54, -0.72, -0.77, 0.30, 0.26, -0.76, 0.34, -0.53, 0.01, 0.34, 0.24, 0.10, 0.34, 0.38, -1.18, 0.27, 0.17, -0.73, -1.22, 0.32, 0.06, 0.47, -0.66, 0.37, -0.73, 0.36, -0.46, 0.65, 0.81, -0.63, -1.29, 0.41, 0.19, 0.27, 0.48, 0.15, 0.56, 0.59, 0.39, 0.42, -1.40, 0.48, 0.73, 0.40], "e_above_lowest_kj_mol": 186.48, "lumo_energy_ev": 0.81, "total_charge": 0}

---

- Which formula does entry 1 have?
  C14H11N4O7